[1]
{"formula": "C5H10O2", "method": "ωB97M-V/def2-TZVPD", "spin_multiplicity": 1, "largest_force_ev_per_a": 0.6, "charge": 0, "homo_ev": -9.74, "smiles": "CO[C@H]1C[C@H]1CO", "species": ["C", "O", "C", "C", "C", "C", "O", "H", "H", "H", "H", "H", "H", "H", "H", "H", "H"], "positions_angstrom": [[2.099, 0.786, -0.123], [1.091, -0.125, -0.536], [0.317, -0.992, 0.293], [-0.506, -0.628, 1.511], [-1.180, -0.839, 0.175], [-1.616, 0.462, -0.520], [-1.010, 0.647, -1.771], [3.023, 0.576, -0.681], [2.298, 0.720, 0.947], [1.802, 1.816, -0.375], [0.749, -1.991, 0.288], [-0.594, -1.362, 2.315], [-0.525, 0.397, 1.869], [-1.802, -1.720, -0.004], [-2.703, 0.484, -0.664], [-1.368, 1.292, 0.165], [-0.059, 0.507, -1.575]], "mulliken_charge": [-0.69, -0.44, 0.10, -0.80, -0.08, -0.50, -0.61, 0.26, 0.33, 0.25, 0.35, 0.28, 0.23, 0.36, 0.35, 0.20, 0.43]}



[2]
{"formula": "C5H10O2", "method": "ωB97M-V/def2-TZVPD", "spin_multiplicity": 1, "largest_force_ev_per_a": 0.3, "charge": 0, "homo_ev": -8.20, "species": ["C", "O", "C", "C", "C", "C", "O", "H", "H", "H", "H", "H", "H", "H", "H", "H", "H"], "positions_angstrom": [[2.075, 0.586, 0.110], [0.713, 0.535, -0.248], [0.071, -0.711, 0.076], [-0.260, -0.802, 1.580], [-1.283, -0.874, -0.562], [-1.944, 0.438, -0.726], [-1.222, 0.341, -1.982], [2.635, -0.253, -0.328], [2.204, 0.566, 1.201], [2.479, 1.524, -0.278], [0.752, -1.520, -0.228], [0.493, -1.350, 2.150], [-0.341, 0.215, 1.978], [-1.221, -1.306, 1.731], [-3.014, 0.421, -0.931], [-1.650, 1.323, -0.148], [-0.342, 0.726, -1.793]], "mulliken_charge": [-0.82, -0.48, 0.76, -1.41, -0.86, -0.08, -0.44, 0.33, 0.28, 0.27, 0.45, 0.36, 0.34, 0.41, 0.29, 0.16, 0.43]}



[3]
{"formula": "C5H10O2", "method": "ωB97M-V/def2-TZVPD", "spin_multiplicity": 1, "largest_force_ev_per_a": 0.8, "charge": 0, "homo_ev": -9.58, "smiles": "COC[C@H]1C[C@H]1O", "species": ["C", "O", "C", "C", "C", "C", "O", "H", "H", "H", "H", "H", "H", "H", "H", "H", "H"], "positions_angstrom": [[1.705, -1.463, 0.254], [1.562, -0.102, 0.577], [0.929, 0.652, -0.447], [-0.481, 0.125, -0.613], [-1.025, -0.197, 0.798], [-1.748, 0.733, -0.079], [-1.838, 2.062, 0.313], [0.878, -1.831, -0.362], [1.710, -2.052, 1.178], [2.638, -1.634, -0.297], [0.969, 1.686, -0.091], [1.529, 0.578, -1.367], [-0.623, -0.546, -1.469], [-1.384, -1.187, 1.046], [-0.476, 0.282, 1.614], [-2.627, 0.315, -0.564], [-1.718, 2.580, -0.492]], "mulliken_charge": [-0.68, -0.38, -0.63, -0.09, -0.57, -0.13, -0.53, 0.32, 0.23, 0.29, 0.28, 0.34, 0.37, 0.29, 0.21, 0.34, 0.34]}



In order of appearance, frontier orbital gap = 10.6783, 9.0755, 10.4370 eV.
In order of appearance, molecular weight = 102.13, 102.13, 102.13 g mol⁻¹.
In order of appearance, energy above the lowest of the compared OMol25 structures with the same formula, charge and spin = 2.995, 5.406, 3.081 eV.